1.
DFT (wB97M-V/def2-TZVPD) results for a cluster of 2 separate species, H6NS2 in total at a distorted geometry.

Structure (XYZ):
```
9
Properties=species:S:1:pos:R:3:mulliken_charge:R:1
N -1.277 0.247 1.251 -0.323
H -1.256 -0.430 1.950 0.392
H -1.209 1.139 1.644 0.378
H -2.124 0.342 0.661 0.420
H -0.512 -0.005 0.593 0.103
S 1.639 -0.660 -2.649 -0.116
S 0.953 -0.521 -0.618 -0.298
H 1.712 0.641 -3.021 0.209
H 2.074 -0.754 0.190 0.234
```

Energy above the lowest of the compared OMol25 structures with the same formula, charge and spin (kcal/mol): 16.3
Total charge: +1
E (Eh): -854.4402

2.
DFT (wB97M-V/def2-TZVPD) results for the molecule C2H4N4O2 at a distorted geometry.

Structure (XYZ):
```
12
Properties=species:S:1:pos:R:3:mulliken_charge:R:1
N -2.582 0.110 -0.177 -0.546
N -1.560 -0.899 -0.090 -0.166
C -0.380 -0.639 0.050 0.627
O 0.488 -1.598 -0.149 -0.176
N 1.866 -1.256 0.080 -0.369
C 2.139 0.014 -0.051 -0.022
N 1.202 0.953 -0.390 -0.272
O 0.012 0.662 0.295 -0.256
H -2.403 0.779 0.670 0.232
H -3.503 -0.354 -0.182 0.258
H 3.107 0.369 0.145 0.373
H 1.613 1.859 -0.203 0.317
```

SMILES: N/N=C1/ON=CNO1
Energy above the lowest of the compared OMol25 structures with the same formula, charge and spin (kcal/mol): 112.4
E (Eh): -447.9233